Here is 17 unconnected molecules or ions with the total composition C45H97NO25P2S3 in a non-equilibrium geometry from the OMol25 dataset. Energies are from ωB97M-V/def2-TZVPD.

```
173
C45H97NO25P2S3 | the OMol25 dataset | ωB97M-V/def2-TZVPD
C -4.23 1.95 -1.08
C -2.84 1.81 -0.52
C -2.67 0.94 0.55
C -1.43 0.76 1.13
C -0.33 1.42 0.62
C -0.49 2.28 -0.45
C -1.73 2.49 -1.03
C -1.92 3.47 -2.16
C -1.55 3.04 -3.62
C -2.85 2.85 -4.46
C -3.10 3.92 -5.50
O -4.31 3.55 -6.26
C -5.42 3.64 -5.47
O -5.92 2.67 -5.03
O -0.98 4.33 -4.17
S 0.56 4.41 -3.89
O 1.27 4.85 -5.04
O 0.87 5.09 -2.68
O 0.80 2.86 -3.55
C -0.38 2.09 -3.93
C -0.27 0.65 -3.43
C -1.57 -0.12 -3.15
C -1.49 -1.54 -3.75
S -0.12 -2.50 -3.04
C -0.96 -3.90 -2.32
S -2.14 -4.69 -3.08
N -0.50 -4.29 -1.03
C -1.39 -3.94 0.04
C -1.06 -4.35 1.33
C -1.87 -4.08 2.41
C -3.07 -3.40 2.25
C -3.41 -2.98 0.97
C -2.58 -3.24 -0.11
C 0.88 -3.92 -0.82
C 1.32 -2.89 -0.01
C 2.67 -2.62 0.10
C 3.59 -3.37 -0.62
C 3.17 -4.41 -1.43
C 1.81 -4.69 -1.51
P -0.30 1.86 -5.84
P 1.73 1.25 -6.31
O 1.75 -0.20 -6.48
O 2.05 1.99 -7.67
O 2.85 1.78 -5.29
H -4.53 3.00 -1.16
H -4.27 1.49 -2.06
H -4.95 1.47 -0.42
H -3.52 0.40 0.95
H -1.30 0.10 1.97
H 0.63 1.26 1.09
H 0.38 2.81 -0.82
H -2.94 3.83 -2.14
H -1.30 4.33 -1.94
H -3.66 2.77 -3.75
H -2.82 1.90 -4.99
H -2.33 3.97 -6.25
H -3.31 4.89 -5.06
H -5.88 4.61 -5.26
H 0.37 0.59 -2.56
H 0.27 0.10 -4.21
H -2.46 0.32 -3.60
H -1.64 -0.25 -2.08
H -2.43 -2.03 -3.52
H -1.40 -1.49 -4.83
H -0.14 -4.89 1.49
H -1.58 -4.40 3.40
H -3.74 -3.21 3.08
H -4.34 -2.46 0.79
H -2.92 -2.90 -1.08
H 0.58 -2.33 0.53
H 3.02 -1.82 0.74
H 4.65 -3.17 -0.57
H 3.86 -5.02 -1.99
H 1.46 -5.50 -2.12
H -0.41 3.14 -6.42
H 2.87 2.52 -7.59
H 3.07 1.05 -4.70
C 0.89 8.53 -5.58
O 1.60 7.53 -6.29
H 1.04 9.48 -6.08
H -0.19 8.30 -5.56
H 1.25 8.61 -4.55
H 1.46 6.69 -5.83
C 1.78 -2.30 4.19
O 1.14 -2.38 2.91
H 2.48 -1.47 4.18
H 1.03 -2.13 4.96
H 2.32 -3.23 4.40
H 0.53 -3.12 2.93
C 0.82 0.41 6.64
O -0.04 -0.70 6.95
H 1.84 0.14 6.89
H 0.77 0.63 5.58
H 0.53 1.28 7.22
H -0.93 -0.44 6.71
C 1.60 4.13 5.28
O 0.73 3.05 5.58
H 2.61 3.82 5.55
H 1.58 4.37 4.22
H 1.33 5.02 5.86
H -0.16 3.32 5.34
C -6.23 -5.70 3.08
O -4.95 -5.92 3.67
H -6.77 -4.95 3.66
H -6.11 -5.34 2.06
H -6.80 -6.63 3.08
H -4.51 -6.58 3.13
C 2.80 -0.57 9.67
O 3.79 0.43 9.44
H 2.66 -1.13 8.75
H 3.12 -1.25 10.46
H 1.85 -0.10 9.94
H 3.90 0.92 10.26
C 2.09 -7.19 2.20
O 1.89 -5.78 2.26
H 1.18 -7.66 2.56
H 2.27 -7.51 1.17
H 2.93 -7.49 2.82
H 2.69 -5.35 1.93
C 4.40 2.59 -10.15
O 4.74 2.74 -8.77
H 3.81 1.68 -10.24
H 3.81 3.44 -10.50
H 5.30 2.50 -10.76
H 5.26 3.55 -8.69
C 6.81 -0.50 11.91
O 5.50 -0.55 11.34
H 6.71 -0.53 12.99
H 7.39 -1.37 11.58
H 7.33 0.41 11.62
H 5.59 -0.52 10.38
C 5.97 0.29 -7.16
O 5.38 -0.98 -6.94
H 6.95 0.29 -6.67
H 6.11 0.48 -8.23
H 5.35 1.08 -6.73
H 4.51 -0.98 -7.36
C -3.80 6.55 -8.57
O -3.04 5.80 -7.63
H -3.14 7.27 -9.03
H -4.22 5.90 -9.34
H -4.62 7.08 -8.07
H -3.62 5.16 -7.22
C -4.92 -6.84 -0.64
O -4.33 -6.97 0.64
H -5.70 -7.59 -0.73
H -5.37 -5.85 -0.77
H -4.18 -7.00 -1.43
H -3.64 -6.30 0.71
C -7.17 -10.21 3.00
O -6.64 -8.95 2.61
H -8.04 -10.03 3.62
H -7.47 -10.79 2.12
H -6.43 -10.79 3.57
H -5.86 -9.11 2.06
C -7.45 7.30 -3.21
O -6.88 6.01 -3.44
H -6.64 7.97 -2.92
H -7.92 7.68 -4.12
H -8.18 7.27 -2.40
H -7.60 5.42 -3.69
C 5.14 0.58 6.18
O 3.93 0.75 5.44
H 4.86 0.37 7.21
H 5.72 -0.27 5.79
H 5.75 1.48 6.14
H 4.17 0.93 4.52
C 10.58 1.84 11.97
O 9.19 2.00 11.73
H 10.69 1.28 12.90
H 11.06 1.30 11.16
H 11.07 2.82 12.09
H 9.09 2.50 10.91
```

Its charge is 0. As for the electronic energy: -5585.625364 Ha. Its maximum force is 1.8 eV Å⁻¹. For the HOMO energy, the calculation gives -0.30183 Eh. Its gap between HOMO and LUMO is 0.2889 hartree. For the LUMO energy, the calculation gives -0.352 eV.